Arrangement P

This record from the Open Molecules 2025 dataset describes C32H39GdN6O2Si as an isolated structure. The level of theory is wB97M-V/def2-TZVPD.

LUMO energy (alpha / beta): -0.73 / -0.75 eV
Gap between HOMO and LUMO (alpha / beta): 0.212 / 0.138 hartree
HOMO energy (alpha / beta): -6.508 / -4.508 eV

```
! RIJCOSX wB97M-V def2-TZVPD def2/J DEFGRID3
* xyz 0 8
Gd -1.527 2.419 -1.454
Si 2.301 -2.766 2.565
O -0.226 2.323 -5.682
O -5.705 3.527 -1.586
N -3.485 3.272 -2.195
N -3.078 1.494 -0.030
N 0.947 3.140 -1.279
N -0.321 0.497 -2.608
N -1.330 2.865 -3.747
N -0.544 3.501 0.525
C -3.783 -0.705 0.512
C -0.122 0.778 -3.965
C 0.722 3.236 0.164
C 3.498 -3.076 0.128
C -5.125 -0.446 0.014
C 0.102 -0.715 -2.192
C -0.583 2.033 -4.542
C 0.367 -4.552 3.773
C 2.474 -3.892 5.130
C 0.291 3.419 2.831
C -2.051 4.660 -5.322
C -4.595 2.984 -1.472
C -4.325 5.076 -3.702
C 1.787 2.870 1.020
C 3.359 -3.844 1.448
C 4.703 -4.206 2.137
C -2.833 0.270 0.484
C -4.355 1.798 -0.514
C 3.078 -1.090 2.931
C 2.627 -5.199 1.157
C 0.786 -1.622 -2.986
C -4.124 5.917 -4.760
C -0.703 3.696 1.876
C 1.037 -1.337 -4.346
C -2.963 5.727 -5.556
C 1.386 -3.421 4.174
C 0.507 -2.252 4.775
C -2.221 3.797 -4.201
C 1.586 3.072 2.370
C -5.379 0.863 -0.458
C 0.585 -0.108 -4.780
C -3.388 4.055 -3.369
H 3.292 -3.200 5.324
H 2.927 -4.781 4.682
H -0.164 -1.014 -1.182
H -0.513 -4.399 4.411
H 1.524 -2.069 -5.024
H 1.519 -4.985 1.046
H 1.696 2.531 -1.502
H 4.654 -4.654 3.152
H -5.207 5.017 -3.149
H -5.865 -1.169 0.269
H 1.173 -2.568 -2.565
H 1.993 -4.177 6.078
H 2.349 -0.292 3.047
H 0.059 3.321 3.881
H 3.600 -0.828 2.004
H 4.099 -2.172 0.183
H 5.172 -4.954 1.484
H 2.402 2.823 3.012
H -1.664 4.129 2.199
H 1.117 -1.339 4.998
H 2.789 -5.909 1.971
H -1.841 0.139 0.920
H -2.841 6.350 -6.421
H -1.293 4.488 -6.042
H 2.634 -2.869 -0.477
H 2.747 2.565 0.591
H 5.449 -3.345 2.245
H 4.090 -3.726 -0.495
H 0.790 0.217 -5.829
H 3.783 -1.174 3.738
H -0.340 -2.004 4.160
H 0.183 -2.511 5.806
H -3.567 -1.744 0.884
H -4.823 6.733 -4.999
H 1.158 4.078 -1.694
H 3.091 -5.696 0.249
H 0.061 -4.493 2.696
H 0.693 -5.587 3.980
H -6.305 1.214 -0.899
*
```



Arrangement Q

This record from the Open Molecules 2025 dataset describes C32H39GdN6O2Si as an isolated structure. The level of theory is wB97M-V/def2-TZVPD.

LUMO energy (alpha / beta): -0.66 / -0.68 eV
Gap between HOMO and LUMO (alpha / beta): 0.221 / 0.204 hartree
HOMO energy (alpha / beta): -6.660 / -6.245 eV

```
! RIJCOSX wB97M-V def2-TZVPD def2/J DEFGRID3
* xyz 0 8
Gd 0.910 0.468 0.338
Si -2.033 -1.209 -0.836
O 2.365 2.608 -3.277
O -0.381 3.753 3.036
N 3.252 1.266 -0.090
N 0.210 0.300 2.526
N 2.335 -1.745 0.706
N 0.957 1.946 -1.507
N 2.043 -1.305 -1.593
N 0.279 2.565 1.112
C 5.566 1.504 0.379
C 0.314 -0.846 4.630
C 0.066 3.579 0.134
C -1.438 -1.546 -2.589
C -0.179 3.981 -2.292
C 3.378 1.794 -1.328
C -0.097 1.529 4.630
C -3.773 0.776 0.237
C 4.006 -3.305 1.575
C 0.205 0.379 5.309
C -0.606 5.762 -0.724
C 0.032 2.764 2.419
C 3.673 -3.033 -0.811
C -3.456 -2.892 1.082
C -2.634 -3.046 -0.259
C 4.675 2.048 -1.790
C 2.693 -2.077 -0.559
C -1.292 -3.856 -0.052
C -4.945 -0.677 -1.440
C 0.224 -0.852 3.240
C -0.351 4.879 0.345
C 0.070 1.491 3.235
C 5.808 1.957 -0.928
C 4.289 1.163 0.751
C -0.629 5.301 -2.040
C 4.409 -3.607 0.278
C 0.253 3.137 -1.280
C -3.180 1.012 -2.204
C 3.043 -2.331 1.711
C -3.541 0.029 -1.101
C -3.458 -3.779 -1.348
C 2.194 2.115 -2.173
H -2.268 1.571 -1.975
H 0.217 0.366 6.419
H -3.813 0.209 1.241
H -0.729 -0.694 -2.823
H -0.784 -2.410 -2.645
H -0.555 5.275 1.373
H -4.944 -1.102 -2.438
H -0.515 -3.259 0.492
H 5.207 -4.344 -0.007
H 4.819 2.505 -2.772
H -4.072 1.661 -2.323
H -2.763 -2.674 1.956
H 6.423 1.342 1.100
H -3.537 -4.798 -1.011
H -5.160 -1.465 -0.756
H -4.122 -2.001 1.033
H 4.098 0.705 1.727
H -3.047 1.575 0.432
H -4.486 -3.374 -1.527
H 2.815 -1.889 2.666
H -0.130 3.539 -3.293
H 4.337 -3.899 2.484
H -2.965 0.569 -3.155
H 3.699 -3.443 -1.854
H 0.164 -1.862 2.759
H 2.769 -1.031 -2.280
H -5.678 0.111 -1.385
H -0.865 6.796 -0.472
H -1.088 5.906 -2.782
H -2.158 -1.682 -3.375
H 6.748 2.099 -1.474
H -0.916 -4.298 -0.992
H -0.352 2.484 5.079
H -4.798 1.259 0.207
H 1.285 -1.765 -2.087
H 0.437 -1.778 5.255
H -4.083 -3.745 1.400
H -2.892 -3.769 -2.277
H -1.553 -4.691 0.625
*
```



The most stable of them is arrangement Q.